The following is a quantum chemistry calculation of C4H8N2O in the gas phase, from the Open Molecules 2025 dataset.

Computed properties:
Gap between HOMO and LUMO: 10.559 eV
ΔE to the lowest compared entry with this formula, charge and spin: 313.13 kJ/mol
Calculated total energy: -341.8844 a.u.
HOMO level: -9.573 eV

Positions of all 15 atoms, in Å:
C: -1.031 -1.037 0.634
C: -0.174 0.031 0.013
C: 1.344 -0.502 -0.369
N: 2.144 0.236 0.397
O: 1.496 -1.389 -1.171
C: -0.704 0.923 -1.026
N: -0.557 1.477 0.309
H: -2.095 -0.800 0.521
H: -0.821 -1.972 0.114
H: -0.831 -1.183 1.706
H: 1.222 0.590 0.855
H: 3.172 0.136 0.394
H: -0.006 1.341 -1.748
H: -1.685 0.666 -1.404
H: -1.474 1.485 0.774